[1]
19
Properties=species:S:1:pos:R:3:lowdin_charge:R:1 method="wB97M-V/def2-TZVPD" relative_energy_kcal_mol=28.9 gap_ha=0.4320 smiles=CCC.CC homo_ev=-10.66
C -0.85 0.24 -2.25 -0.1611
C 0.41 -0.57 -2.02 -0.3101
C 0.07 -1.57 -0.87 -0.1443
H -1.10 0.92 -1.43 0.0607
H -1.80 -0.30 -2.34 0.0741
H -0.67 0.80 -3.21 0.0738
H 0.54 -1.17 -3.05 0.1327
H 1.39 -0.14 -1.71 0.1059
H 0.90 -2.36 -0.86 0.0960
H 0.24 -1.07 0.06 -0.0149
H -0.91 -1.96 -0.82 0.0531
C 0.54 0.62 1.62 -0.1675
C -0.07 1.14 2.98 -0.1660
H 1.53 0.17 1.77 0.0663
H -0.21 -0.14 1.33 0.0431
H 0.67 1.57 0.95 0.1032
H -1.06 1.52 2.78 0.0511
H 0.44 1.98 3.37 0.0362
H -0.09 0.32 3.72 0.0676


[2]
61
Properties=species:S:1:pos:R:3:lowdin_charge:R:1 method="wB97M-V/def2-TZVPD" relative_energy_kcal_mol=9.7 gap_ha=0.2616 total_charge=-1 homo_ev=-4.43
Be -1.71 -0.43 -0.06 0.1778
C 4.96 0.21 1.76 -0.0957
C 4.40 0.21 0.34 -0.2684
N 3.32 1.15 0.10 -0.1424
C 3.67 2.44 -0.49 -0.2228
C 3.97 3.51 0.56 -0.0807
C 2.03 0.87 0.45 -0.7748
S 1.64 -0.54 1.26 0.6843
N 1.17 1.88 0.14 0.0971
C -0.12 1.84 -0.01 -0.3618
O -0.90 0.83 -0.11 -0.0099
C -0.78 3.18 -0.15 -0.1122
C -2.17 3.25 -0.27 0.0005
C -2.80 4.48 -0.36 -0.0722
C -2.06 5.65 -0.34 -0.1025
C -0.67 5.58 -0.23 -0.0954
C -0.04 4.36 -0.13 -0.0288
H 5.76 -0.53 1.84 0.0688
H 4.18 -0.04 2.46 0.0384
H 5.38 1.19 2.02 0.0541
H 4.02 -0.79 0.12 0.0786
H 5.19 0.43 -0.38 0.1070
H 2.83 2.77 -1.09 0.0994
H 4.53 2.30 -1.14 0.1087
H 3.10 3.63 1.21 0.0679
H 4.19 4.47 0.09 0.0683
H 4.82 3.23 1.18 0.0546
H -2.74 2.33 -0.28 0.0808
H -3.88 4.52 -0.44 0.1036
H -2.55 6.61 -0.41 0.0936
H -0.09 6.50 -0.22 0.0941
H 1.04 4.30 -0.04 0.0910
F -4.02 0.83 0.86 -0.0081
C -3.53 -0.04 -0.11 -0.4578
F -3.87 0.60 -1.30 -0.0123
F -4.40 -1.11 -0.06 0.0182
C -0.58 -1.26 -2.91 -0.1677
Si -1.00 -2.73 -1.79 0.4179
C -2.44 -3.69 -2.57 -0.1696
C 0.52 -3.85 -1.72 -0.1690
N -1.43 -2.04 -0.28 -0.0891
C -1.68 -2.77 0.87 -0.3304
C -1.79 -4.17 0.92 -0.0538
C -2.03 -4.84 2.11 -0.1153
C -2.20 -4.15 3.30 -0.1352
C -2.10 -2.76 3.28 -0.1017
C -1.84 -2.09 2.10 -0.0529
H -0.42 -1.58 -3.94 0.0234
H 0.34 -0.77 -2.56 0.0264
H -1.38 -0.52 -2.90 0.0239
H -2.23 -3.98 -3.61 0.0188
H -3.34 -3.07 -2.57 0.0274
H -2.67 -4.60 -2.01 0.0119
H 0.83 -4.17 -2.72 0.0207
H 0.34 -4.75 -1.12 0.0132
H 1.35 -3.31 -1.25 0.0216
H -1.68 -4.74 0.00 0.0712
H -2.09 -5.92 2.10 0.0918
H -2.40 -4.67 4.22 0.0829
H -2.20 -2.20 4.20 0.0973
H -1.73 -1.01 2.11 0.0954


[3]
90
Properties=species:S:1:pos:R:3:lowdin_charge:R:1 method="wB97M-V/def2-TZVPD" gap_ha="0.2484 / 0.2291" total_charge=+3 homo_ev="-15.73 / -15.72"
V -0.27 0.86 -1.09 0.7901
N 2.85 2.79 -0.66 0.2467
C 1.84 3.57 -0.30 -0.3411
N 2.06 4.61 0.46 0.2229
C 0.99 5.29 0.87 -0.3689
N 1.15 6.46 1.44 0.2614
N -0.29 4.80 0.80 0.2383
C -0.49 3.80 0.03 -0.1715
N 0.55 3.25 -0.75 0.1363
C -1.84 3.17 0.05 -0.1837
C -2.93 3.94 0.37 0.0492
C -4.18 3.33 0.44 0.0221
C -4.27 1.98 0.21 0.0202
C -3.12 1.26 -0.08 -0.0528
N -1.92 1.84 -0.16 0.0307
H 3.76 3.05 -0.30 0.1516
H 2.71 1.91 -1.14 0.0233
H 2.07 6.86 1.52 0.1493
H 0.35 6.98 1.78 0.1469
H -2.80 5.00 0.55 0.1341
H -5.06 3.92 0.66 0.1380
H -5.22 1.46 0.25 0.1342
H -3.16 0.20 -0.26 0.1129
C -3.58 -1.58 2.39 -0.0269
C -2.72 -2.73 2.85 -0.2172
C -3.30 -3.88 3.40 -0.0156
C -2.53 -4.91 3.90 -0.0361
C -1.15 -4.83 3.89 -0.0462
C -0.54 -3.72 3.33 -0.0092
C -1.32 -2.69 2.82 -0.2046
N -0.64 -1.54 2.26 0.1787
C -0.70 -1.18 0.98 -0.3242
N -1.40 -1.95 0.16 0.1831
C -1.67 -1.76 -1.22 -0.1875
C -1.29 -0.61 -1.93 -0.2047
C -1.64 -0.51 -3.28 -0.0836
C -2.37 -1.50 -3.90 -0.0345
C -2.72 -2.64 -3.18 0.0061
C -2.38 -2.80 -1.84 -0.1881
C -2.76 -4.05 -1.08 -0.0147
N -0.04 -0.09 0.52 -0.0268
C 0.78 0.63 1.48 -0.2555
C 0.18 1.63 2.25 -0.0383
C 0.93 2.36 3.17 -0.0529
C 2.28 2.08 3.33 -0.0382
C 2.85 1.03 2.62 -0.0177
C 2.11 0.28 1.71 -0.2162
C 2.71 -0.95 1.08 -0.0425
H -4.49 -1.54 2.99 0.0962
H -3.89 -1.69 1.35 0.0749
H -3.07 -0.63 2.50 0.0744
H -4.38 -3.94 3.44 0.1283
H -3.02 -5.78 4.33 0.1235
H -0.54 -5.63 4.30 0.1209
H 0.54 -3.63 3.30 0.1173
H -0.01 -1.03 2.86 0.1615
H -1.77 -2.79 0.57 0.1194
H -1.35 0.36 -3.85 0.1058
H -2.66 -1.40 -4.94 0.1244
H -3.29 -3.43 -3.67 0.1320
H -3.22 -4.77 -1.75 0.0960
H -3.48 -3.84 -0.28 0.0909
H -1.88 -4.53 -0.64 0.0977
H -0.88 1.81 2.17 0.1152
H 0.45 3.13 3.77 0.1220
H 2.87 2.64 4.04 0.1239
H 3.88 0.76 2.81 0.1275
H 3.80 -0.94 1.17 0.0858
H 2.43 -1.06 0.04 -0.0085
H 2.36 -1.85 1.61 0.0959
C 3.78 -1.45 -4.53 -0.2178
As 3.49 -1.29 -2.65 0.8095
C 5.03 -0.45 -1.88 -0.2212
C 3.33 -3.05 -1.92 -0.2107
S 1.78 -0.04 -2.32 0.3970
H 4.71 -2.00 -4.68 0.0635
H 3.86 -0.46 -4.97 0.0532
H 2.95 -1.99 -4.98 0.0568
H 5.90 -1.09 -2.06 0.0635
H 4.88 -0.34 -0.80 0.0247
H 5.19 0.51 -2.35 0.0497
H 4.22 -3.60 -2.20 0.0633
H 2.45 -3.53 -2.34 0.0553
H 3.25 -2.99 -0.83 0.0309
C 1.22 2.99 -3.19 -0.0030
C 0.32 2.57 -2.06 -0.5322
O -0.88 2.20 -2.31 -0.0666
H 0.82 2.56 -4.10 0.1080
H 2.26 2.70 -3.09 0.0537
H 1.17 4.08 -3.28 0.1201


[4]
107
Properties=species:S:1:pos:R:3:lowdin_charge:R:1 method="wB97M-V/def2-TZVPD" multiplicity=2 gap_ha="0.2077 / 0.1617" total_charge=+4 homo_ev="-18.62 / -18.63"
Ir -0.18 0.79 -0.37 0.5592
F -1.13 -3.31 2.27 -0.2387
Ge -0.53 -1.84 1.50 0.8600
C -2.34 -1.17 1.10 -0.3130
C -3.23 -1.20 2.16 -0.0722
C -4.58 -0.91 1.94 0.0007
C -5.04 -0.59 0.66 -0.0093
C -4.15 -0.56 -0.41 -0.0778
C -2.81 -0.85 -0.18 -0.4339
P -1.53 -0.88 -1.41 0.9689
C -1.06 -2.66 -1.49 -0.2386
C 0.03 -3.02 -2.38 -0.0214
C 0.36 -4.32 -2.60 -0.0064
C -0.39 -5.33 -1.96 0.0940
C -1.47 -4.99 -1.07 0.0519
C -1.81 -3.68 -0.85 -0.0488
C -2.04 -0.75 -3.11 -0.3780
C -1.26 -0.03 -4.02 -0.0941
C -1.57 -0.07 -5.37 -0.0272
C -2.65 -0.83 -5.81 -0.0003
C -3.43 -1.55 -4.90 -0.0161
C -3.12 -1.53 -3.55 -0.0587
C 1.01 -2.62 0.59 -0.2653
C 1.18 -3.97 0.88 -0.0783
C 2.32 -4.64 0.43 -0.0043
C 3.30 -3.96 -0.28 -0.0064
C 3.14 -2.61 -0.55 -0.0729
C 1.99 -1.93 -0.14 -0.3680
P 1.95 -0.18 -0.56 0.9818
C 3.43 0.47 0.20 -0.3773
C 4.27 1.39 -0.43 -0.0561
C 5.40 1.84 0.24 -0.0359
C 5.68 1.40 1.53 -0.0067
C 4.82 0.50 2.16 -0.0207
C 3.69 0.04 1.51 -0.0857
C 2.11 0.02 -2.35 -0.3581
C 2.36 -1.03 -3.25 -0.0983
C 2.51 -0.76 -4.60 -0.0176
C 2.40 0.54 -5.08 -0.0141
C 2.15 1.59 -4.20 -0.0361
C 2.00 1.33 -2.85 -0.1707
C 0.18 -0.90 3.04 -0.2722
C 0.66 -1.67 4.09 -0.0547
C 1.19 -1.05 5.22 -0.0064
C 1.25 0.34 5.29 -0.0184
C 0.77 1.12 4.25 -0.0556
C 0.22 0.49 3.12 -0.3860
P -0.54 1.55 1.89 1.0134
C 0.43 3.04 1.82 -0.3907
C -0.11 4.31 2.07 -0.0503
C 0.72 5.42 2.00 -0.0085
C 2.06 5.28 1.64 0.0072
C 2.60 4.02 1.39 -0.0203
C 1.79 2.90 1.48 -0.1012
C -2.16 1.97 2.48 -0.3460
C -2.97 2.85 1.76 -0.1105
C -4.17 3.29 2.29 -0.0286
C -4.58 2.83 3.54 -0.0079
C -3.79 1.93 4.25 -0.0243
C -2.59 1.48 3.72 -0.0640
H -2.90 -1.49 3.15 0.1267
H -5.28 -0.95 2.77 0.1346
H -6.09 -0.38 0.50 0.1329
H -4.52 -0.32 -1.41 0.1058
H 0.57 -2.24 -2.89 0.0763
H 1.16 -4.59 -3.28 0.1409
H -0.16 -6.37 -2.17 0.1469
H -2.03 -5.78 -0.58 0.1486
H -2.64 -3.45 -0.20 0.1286
H -0.41 0.56 -3.67 0.0785
H -0.98 0.49 -6.08 0.1245
H -2.88 -0.88 -6.86 0.1343
H -4.27 -2.14 -5.25 0.1334
H -3.71 -2.12 -2.85 0.1208
H 0.44 -4.50 1.47 0.1133
H 2.44 -5.69 0.67 0.1341
H 4.20 -4.47 -0.60 0.1343
H 3.93 -2.07 -1.07 0.1285
H 4.10 1.71 -1.45 0.1082
H 6.07 2.53 -0.26 0.1316
H 6.58 1.73 2.03 0.1332
H 5.04 0.16 3.17 0.1286
H 3.03 -0.67 2.00 0.1120
H 2.48 -2.05 -2.89 0.0910
H 2.73 -1.58 -5.28 0.1324
H 2.52 0.74 -6.14 0.1342
H 2.09 2.61 -4.57 0.1311
H 1.85 2.15 -2.16 0.0378
H 0.62 -2.76 4.05 0.1178
H 1.56 -1.65 6.04 0.1310
H 1.67 0.82 6.16 0.1303
H 0.80 2.20 4.32 0.1243
H -1.15 4.44 2.35 0.1115
H 0.32 6.40 2.23 0.1334
H 2.69 6.16 1.56 0.1352
H 3.65 3.91 1.14 0.1136
H 2.21 1.92 1.34 0.0493
H -2.65 3.21 0.80 0.0634
H -4.78 4.00 1.75 0.1279
H -5.52 3.17 3.96 0.1325
H -4.10 1.59 5.23 0.1314
H -1.98 0.78 4.29 0.1153
Cl -3.07 2.31 -1.83 0.6446
C -1.95 3.64 -2.08 -0.8449
Cl -0.30 3.21 -1.45 0.6128
H -2.28 4.52 -1.55 0.0518
H -1.85 3.82 -3.14 0.0510


[5]
18
Properties=species:S:1:pos:R:3:lowdin_charge:R:1 method="wB97M-V/def2-TZVPD" relative_energy_kcal_mol=97.3 gap_ha="0.3207 / 0.2844" total_charge=+1 homo_ev="-12.43 / -11.75"
C 0.44 -1.27 0.60 -0.1224
C 1.50 -1.25 -1.72 -0.1508
C -0.63 1.08 -0.74 -0.1514
C 1.31 -0.67 -0.38 -0.7205
N -0.01 2.07 0.21 0.0888
O -1.58 0.29 -0.07 -0.0154
Br 2.63 0.59 0.10 0.9508
H 0.79 -1.04 1.61 0.0995
H -0.65 -1.00 0.50 0.0864
H 0.55 -2.28 0.42 0.0760
H 0.71 -1.88 -2.12 0.0914
H 1.81 -0.46 -2.46 0.0956
H 2.40 -1.94 -1.62 0.1134
H -0.64 1.49 -1.69 0.1020
H -0.47 2.30 1.04 0.1220
H 1.09 1.71 0.43 -0.0021
H 0.12 3.02 -0.42 0.2377
H -2.09 -0.16 -0.70 0.0992


[6]
12
Properties=species:S:1:pos:R:3:lowdin_charge:R:1 method="wB97M-V/def2-TZVPD" relative_energy_kcal_mol=36.4 gap_ha="0.2585 / 0.3267" homo_ev="-6.20 / -8.03"
N -0.66 -1.10 1.00 -0.1260
N -0.90 0.70 -0.94 -0.0534
N 1.31 0.86 -1.34 -0.0322
N 0.54 -0.57 1.43 -0.0476
N 0.25 1.31 -0.64 -0.1960
H -1.42 -1.11 1.69 0.0875
H -0.50 -2.03 0.62 0.0782
H -0.85 -0.32 -1.07 0.0572
H -1.62 0.97 -0.29 0.0717
H 2.17 1.20 -0.93 0.0742
H 1.32 -0.13 -1.57 0.0717
H 0.35 0.22 2.04 0.0148


[7]
43
Properties=species:S:1:pos:R:3:lowdin_charge:R:1 method="wB97M-V/def2-TZVPD" relative_energy_kcal_mol=0.0 multiplicity=5 gap_ha="0.3447 / 0.2313" total_charge=+1 homo_ev="-11.66 / -12.40"
Pd 0.14 -0.78 -0.45 0.8286
N -1.37 -0.89 1.32 -0.0161
C -1.21 0.34 2.10 -0.1315
C -0.26 1.37 1.46 -0.4969
O 0.37 2.14 2.14 0.1223
N -0.24 1.31 0.08 -0.0489
C 0.43 2.25 -0.64 -0.0853
C 2.07 1.64 -1.00 -0.5491
O 2.83 2.56 -1.09 0.1759
O 2.06 0.41 -1.13 -0.0681
H -2.31 -1.03 0.99 0.0896
H -1.07 -1.73 1.81 0.0693
H -0.83 0.14 3.10 0.1301
H -2.16 0.85 2.20 0.1342
H 0.59 3.21 -0.15 0.1242
H 0.08 2.33 -1.67 0.1221
C -0.91 -6.10 0.94 -0.0889
C 0.41 -5.78 1.65 -0.2318
C 1.06 -4.57 1.06 -0.5798
N 0.48 -3.44 0.88 -0.0044
N 1.29 -2.49 0.31 -0.1355
C 2.51 -2.91 0.06 -0.6889
N 3.44 -2.14 -0.53 0.1379
S 2.74 -4.57 0.51 1.1375
H -1.40 -6.94 1.42 0.0800
H -0.73 -6.36 -0.11 0.0806
H -1.58 -5.24 0.97 0.0673
H 1.09 -6.62 1.59 0.1055
H 0.22 -5.60 2.71 0.1212
H 3.22 -1.17 -0.73 0.0751
H 4.39 -2.45 -0.61 0.1148
S -1.42 -0.78 -2.23 0.8407
C -0.37 -1.09 -3.57 -0.6390
C 0.79 -1.87 -3.42 -0.1108
C 1.59 -2.12 -4.52 -0.0499
C 1.26 -1.58 -5.76 -0.0303
C 0.11 -0.81 -5.91 -0.0496
C -0.71 -0.58 -4.83 -0.0913
H 1.02 -2.33 -2.47 0.0727
H 2.48 -2.73 -4.41 0.1165
H 1.89 -1.78 -6.62 0.1193
H -0.14 -0.41 -6.88 0.1192
H -1.61 0.01 -4.94 0.1114


[8]
54
Properties=species:S:1:pos:R:3:lowdin_charge:R:1 method="wB97M-V/def2-TZVPD" relative_energy_kcal_mol=0.2 multiplicity=3 gap_ha="0.2514 / 0.2504" total_charge=+3 homo_ev="-17.68 / -17.68"
Mo -0.31 0.36 0.96 1.8441
O 1.50 2.16 -2.37 0.2623
C 0.81 1.48 -1.53 -0.4067
O 0.98 1.52 -0.29 -0.0456
C -0.25 0.60 -2.07 -0.1399
C -0.52 0.28 -3.38 0.0861
C -1.56 -0.64 -3.62 0.0600
C -2.24 -1.22 -2.56 0.0945
C -1.85 -0.88 -1.27 -0.1457
N -0.91 0.03 -1.06 0.0198
C -2.33 -1.49 0.02 -0.4288
O -3.25 -2.21 0.18 0.2490
O -1.47 -1.10 1.07 -0.2119
H 2.18 2.72 -1.96 0.1921
H 0.06 0.69 -4.20 0.1464
H -1.80 -0.91 -4.64 0.1508
H -3.02 -1.95 -2.71 0.1553
O 1.49 -3.47 -5.24 0.1816
C 1.55 -2.30 -4.61 -0.4757
O 1.32 -1.26 -5.17 0.1406
C 1.78 -2.26 -3.12 -0.1169
C 2.64 -1.30 -2.61 0.0214
C 2.60 -0.98 -1.26 -0.0094
C 1.66 -1.61 -0.46 -0.2660
C 0.89 -2.67 -0.93 0.0012
C 0.98 -3.02 -2.27 0.0212
N 1.32 -1.03 0.81 -0.0395
C 1.97 -1.28 1.88 0.0284
C 1.55 -0.62 3.11 -0.2187
C 2.16 -0.88 4.32 0.0573
C 1.67 -0.25 5.46 0.0385
C 0.59 0.60 5.34 0.0254
C 0.03 0.82 4.09 -0.0666
N 0.49 0.23 2.98 -0.0361
H 1.83 -4.19 -4.70 0.1375
H 3.30 -0.76 -3.28 0.1479
H 3.24 -0.21 -0.85 0.1348
H 0.21 -3.18 -0.27 0.1347
H 0.36 -3.81 -2.66 0.1408
H 2.82 -1.96 1.87 0.1743
H 3.00 -1.56 4.37 0.1461
H 2.12 -0.43 6.43 0.1455
H 0.17 1.10 6.21 0.1397
H -0.82 1.48 3.98 0.0814
C -3.85 2.76 1.72 -0.1958
S -2.15 2.98 2.20 1.0146
C -1.81 4.60 1.57 -0.1944
O -1.37 2.04 1.19 -0.6861
H -3.96 2.96 0.65 0.0848
H -4.43 3.48 2.30 0.0932
H -4.15 1.75 1.98 0.0778
H -2.40 5.30 2.16 0.0924
H -2.07 4.66 0.51 0.0845
H -0.75 4.81 1.73 0.0776


[9]
10
Properties=species:S:1:pos:R:3:lowdin_charge:R:1 method="wB97M-V/def2-TZVPD" relative_energy_kcal_mol=38.0 gap_ha=0.3797 smiles="[H]/N=C/[C@@H](Cl)C=O" homo_ev=-9.72
H 2.48 0.20 0.66 0.0663
N 1.50 -0.04 0.69 0.0989
C 0.78 0.73 0.04 -0.3240
C -0.71 0.42 0.09 -0.6917
Cl -1.72 1.41 -0.88 0.6281
C -0.85 -1.27 -0.35 -0.2053
O -1.75 -1.96 0.00 0.0718
H 1.22 1.50 -0.61 0.1156
H -1.06 0.56 1.19 0.1299
H 0.11 -1.56 -0.83 0.1105